Formula: C12H27NO4P2Pt
Source: the Open Molecules 2025 dataset
Level of theory: the ωB97M-V functional and the def2-TZVPD basis

Last column: Mulliken charge in e.
Element x y z (Å)
C -3.096 0.383 2.556  -0.507
C -3.484 -0.631 1.636  0.097
O -2.591 -1.359 0.866  -0.119
P -2.310 -0.620 -0.636  0.859
O -2.855 0.800 -0.509  -0.686
O -0.724 -0.507 -1.043  -0.176
C -0.132 -1.776 -1.474  -0.639
C -0.226 -2.932 -0.430  -0.658
C 0.366 -2.604 0.985  -0.430
C 1.804 -1.963 0.965  -0.949
C 1.695 -0.390 0.873  0.850
C 2.582 0.395 1.901  -1.001
C 2.498 1.945 1.488  -0.512
C 3.840 2.302 0.751  -0.720
C 3.679 3.221 -0.514  -0.597
C 2.538 2.787 -1.509  -0.736
O -3.227 -1.382 -1.826  -0.231
P -4.828 -0.879 -1.845  0.309
N -5.019 0.018 -3.184  -0.607
H -3.087 0.201 3.658  0.323
H -2.806 1.379 2.137  0.291
H -4.564 -0.898 1.522  0.416
H -0.658 -2.099 -2.413  0.323
H 0.918 -1.570 -1.794  0.460
H -1.284 -3.307 -0.345  0.284
H 0.355 -3.789 -0.857  0.457
H 0.465 -3.588 1.516  0.401
H -0.295 -1.983 1.633  0.176
H 2.260 -2.192 1.964  0.389
H 2.489 -2.411 0.208  0.369
H 1.851 -0.044 -0.184  -0.422
H 0.628 -0.116 1.102  -0.089
H 3.630 0.029 1.927  0.472
H 2.085 0.299 2.898  0.321
H 1.587 2.041 0.852  0.266
H 2.316 2.556 2.403  0.447
H 4.461 2.879 1.487  0.309
H 4.454 1.417 0.462  0.327
H 3.550 4.302 -0.262  0.319
H 4.646 3.152 -1.079  0.325
H 2.824 3.085 -2.551  0.373
H 1.640 3.418 -1.274  0.229
H 2.279 1.706 -1.477  0.016
H -5.645 -2.043 -1.846  0.199
H -5.199 -0.118 -0.705  0.213
H -5.714 -0.474 -3.758  0.299
Pt -3.698 1.362 -4.271  0.959

Output
Kohn-Sham gap	0.073	hartree
charge	+2
E_LUMO	-12.3	eV

Formula: C4H8O5
Source: the Open Molecules 2025 dataset
Level of theory: the ωB97M-V functional and the def2-TZVPD basis

Last column: Mulliken charge in e.
Element x y z (Å)
C 0.788 0.092 -1.304  -0.153
C -0.729 -1.012 1.366  0.330
C 0.036 -0.010 2.153  -0.766
C -1.252 0.378 -0.975  0.849
O -1.708 0.256 0.158  -0.516
O 1.146 1.293 -0.629  -0.460
O 0.808 0.198 -2.669  -0.568
O -0.173 -1.734 0.464  -0.524
O -1.608 0.779 -2.045  -0.601
H -0.042 0.604 -2.938  0.387
H 1.887 1.688 -1.109  0.305
H 0.232 -1.071 -0.298  0.233
H 1.549 -0.676 -1.082  0.344
H -1.622 -1.445 1.818  0.334
H -0.643 0.682 2.647  0.313
H 0.737 0.538 1.526  0.175
H 0.594 -0.561 2.919  0.317

Output
Kohn-Sham gap	0.342	hartree
charge	0
E_LUMO	0.3	eV
energy relative to the best compared isomer or geometry (same formula, charge and spin)	82.54	kcal per mole

Formula: C4H5N2O2
Source: the Open Molecules 2025 dataset
Level of theory: the ωB97M-V functional and the def2-TZVPD basis

Last column: Mulliken charge in e.
Element x y z (Å)
C -1.492 1.743 -0.174  -0.071
C -1.603 0.698 0.502  -0.032
C 1.289 -0.005 0.107  0.543
C -0.925 -0.594 -0.081  -0.522
N 0.372 -0.931 0.293  -0.205
N 2.708 -0.976 -0.234  0.135
O 3.580 -0.209 -0.261  -0.171
O 1.030 1.184 0.218  -0.507
H -1.272 2.440 -1.041  0.337
H -2.124 0.380 1.353  0.422
H -1.467 -1.451 0.391  0.359
H -0.860 -0.418 -1.150  0.400
H 0.763 -1.860 0.079  0.312

Output
Kohn-Sham gap (alpha / beta)	0.192 / 0.192	hartree
charge	+1
E_LUMO (alpha / beta)	-7.7 / -7.7	eV
energy relative to the best compared isomer or geometry (same formula, charge and spin)	150.86	kcal per mole

Formula: CH3Cl2N4
Source: the Open Molecules 2025 dataset
Level of theory: the ωB97M-V functional and the def2-TZVPD basis

Last column: Mulliken charge in e.
Element x y z (Å)
Cl -0.694 -2.475 0.449  0.033
N 0.402 -1.034 0.502  -0.045
N 0.569 -0.537 -0.786  0.012
C -0.101 0.584 -0.951  0.050
N -0.630 0.966 0.178  -0.040
N -0.194 -0.035 1.242  0.012
Cl 0.995 0.769 2.283  0.053
H 1.080 -1.095 -1.458  0.242
H -0.196 1.121 -1.883  0.455
H -1.230 1.737 0.425  0.228

Output
Kohn-Sham gap	0.349	hartree
structure (SMILES)	ClN1NC=[NH+]N1Cl
charge	+1
E_LUMO	-5.3	eV
energy relative to the best compared isomer or geometry (same formula, charge and spin)	35.15	kcal per mole

Formula: C33H32N3O2PS3Tc
Source: the Open Molecules 2025 dataset
Level of theory: the ωB97M-V functional and the def2-TZVPD basis

Last column: Mulliken charge in e.
Element x y z (Å)
Tc 0.115 -0.556 0.850  -0.552
O -0.460 0.719 3.493  -0.614
C -0.647 0.833 2.303  0.738
C -1.330 2.126 1.875  -0.079
C -1.880 2.969 2.839  -0.636
C -2.472 4.160 2.461  -0.577
C -2.509 4.536 1.120  -0.693
C -1.965 3.706 0.157  -0.189
C -1.389 2.496 0.541  -0.075
P -0.665 1.305 -0.597  2.589
C -1.986 0.945 -1.794  -0.134
C -1.681 0.342 -3.017  -0.036
C -2.691 -0.043 -3.881  -0.744
C -4.022 0.160 -3.534  -0.615
C -4.333 0.746 -2.319  -0.732
C -3.320 1.134 -1.450  -0.665
C 0.537 2.289 -1.571  0.700
C 0.183 2.929 -2.760  -0.639
C 1.106 3.710 -3.442  -0.695
C 2.389 3.877 -2.938  -0.693
C 2.739 3.269 -1.741  -0.707
C 1.820 2.480 -1.062  -0.311
H -1.823 2.668 3.877  0.513
H -2.903 4.813 3.211  0.407
H -2.964 5.477 0.832  0.442
H -1.985 3.992 -0.890  0.445
H -0.646 0.160 -3.280  0.395
H -2.442 -0.512 -4.825  0.417
H -4.812 -0.148 -4.208  0.384
H -5.368 0.898 -2.037  0.428
H -3.578 1.577 -0.495  0.428
H -0.815 2.823 -3.162  0.405
H 0.815 4.198 -4.364  0.444
H 3.106 4.495 -3.467  0.416
H 3.725 3.422 -1.318  0.558
H 2.104 2.029 -0.118  0.080
C -0.342 -1.896 2.441  -1.220
C -0.858 -3.254 2.198  0.125
C -0.053 -4.238 1.613  -0.022
C -0.538 -5.505 1.357  -0.921
C -1.859 -5.820 1.679  0.564
C -2.675 -4.854 2.267  -0.963
C -2.175 -3.591 2.522  -0.048
C -2.371 -7.132 1.416  0.033
N -2.782 -8.186 1.202  -0.530
H 0.742 -1.932 2.644  0.217
H -0.811 -1.417 3.291  0.882
H 0.970 -3.991 1.348  0.439
H 0.095 -6.256 0.901  0.433
H -3.699 -5.102 2.516  0.443
H -2.816 -2.841 2.972  0.462
S 1.049 -1.402 -1.370  -0.345
C 2.548 -0.785 -1.897  0.121
N 3.658 -0.577 -1.200  0.140
C 4.693 0.073 -2.004  -0.357
C 4.145 -0.072 -3.436  -0.530
N 2.761 -0.468 -3.182  -0.044
H 3.608 -0.506 -0.182  -0.006
H 5.651 -0.423 -1.877  0.362
H 4.800 1.118 -1.715  0.174
H 4.679 -0.836 -3.999  0.325
H 4.186 0.866 -3.984  0.308
H 2.090 -0.709 -3.890  0.235
C 2.500 -0.765 5.246  -0.964
O 2.139 -0.563 3.874  -0.093
C 3.019 -0.013 3.056  -0.129
S 4.557 0.403 3.457  -0.276
S 2.399 0.247 1.445  -0.260
H 1.618 -1.191 5.713  0.235
H 2.765 0.184 5.706  0.357
H 3.348 -1.443 5.317  0.392
C -1.513 -1.629 -0.083  -1.512
H -2.413 -1.453 0.520  0.338
H -1.324 -2.704 -0.060  0.601
H -1.742 -1.361 -1.110  0.631

Output
Kohn-Sham gap (alpha / beta)	0.242 / 0.246	hartree
multiplicity	2
charge	0
E_LUMO (alpha / beta)	-1.1 / -0.8	eV
energy relative to the best compared isomer or geometry (same formula, charge and spin)	0.00	kcal per mole

Formula: C3H10NO2
Source: the Open Molecules 2025 dataset
Level of theory: the ωB97M-V functional and the def2-TZVPD basis

Last column: Mulliken charge in e.
Element x y z (Å)
C -0.787 -0.240 1.134  -0.199
N -0.517 -0.783 -0.195  -0.456
C -1.180 -0.206 -1.446  -0.358
O -0.390 0.576 -2.164  -0.888
C 0.538 0.000 1.885  -1.078
H -1.252 -1.050 1.747  0.139
H -1.432 0.636 1.150  0.339
H 0.484 -0.840 -0.342  0.231
H -1.374 -1.200 -1.955  0.201
H -2.111 0.263 -1.047  0.285
H 0.774 -0.807 2.594  0.278
H 1.437 0.005 1.263  0.326
H 0.649 0.932 2.465  0.282
H 1.945 1.600 -1.435  0.278
H 1.146 0.457 -2.047  0.367
O 2.067 0.658 -1.607  -0.746

Output
Kohn-Sham gap	0.271	hartree
charge	-1
E_LUMO	4.2	eV
energy relative to the best compared isomer or geometry (same formula, charge and spin)	20.55	kcal per mole

Formula: C3H11NP
Source: the Open Molecules 2025 dataset
Level of theory: the ωB97M-V functional and the def2-TZVPD basis

Last column: Mulliken charge in e.
Element x y z (Å)
C -1.078 0.606 -1.303  -1.037
C 1.768 -2.015 -0.615  -0.761
C 0.442 1.611 0.889  -0.952
N -1.456 -0.360 1.369  -0.474
P -0.228 0.059 0.264  0.585
H -0.280 1.128 -1.897  0.371
H -1.739 1.471 -1.205  0.379
H -1.465 -0.214 -1.903  0.348
H 1.120 -1.940 -1.506  0.357
H 1.513 -2.532 0.230  0.402
H 2.805 -1.669 -0.720  0.309
H 0.128 1.789 2.011  0.385
H 0.067 2.456 0.202  0.313
H 1.466 1.436 0.802  0.300
H -1.833 -1.227 1.438  0.220
H -1.494 0.284 2.220  0.256

Output
Kohn-Sham gap (alpha / beta)	0.255 / 0.319	hartree
charge	+1
E_LUMO (alpha / beta)	-6.5 / -5.1	eV
energy relative to the best compared isomer or geometry (same formula, charge and spin)	104.96	kcal per mole

Formula: CH5INO
Source: the Open Molecules 2025 dataset
Level of theory: the ωB97M-V functional and the def2-TZVPD basis

Last column: Mulliken charge in e.
Element x y z (Å)
C 0.985 -0.396 -0.095  0.302
N 0.196 -0.972 0.692  -0.104
O 0.802 0.756 -0.571  -0.347
I -2.601 0.690 -0.410  -0.094
H 2.002 -0.857 -0.193  0.310
H 0.222 -1.970 0.972  0.315
H -2.325 2.191 0.152  0.172
H -0.749 -0.451 0.768  0.011
H 1.468 1.010 -1.315  0.435

Output
Kohn-Sham gap	0.362	hartree
charge	+1
E_LUMO	-4.1	eV
energy relative to the best compared isomer or geometry (same formula, charge and spin)	1.80	kcal per mole